1.
DFT (ωB97M-V/def2-TZVPD) results for a structure of composition C49H40CrN6O4S5.

M (g/mol): 989.228
Lowest unoccupied orbital energy (alpha / beta) (eV): 3.9 / 3.8
HOMO level (alpha / beta) (eV): -0.20 / -1.81
Total energy (eV): -151186.5527
Orbital gap (alpha / beta) (eV): 4.07 / 5.63
Energy relative to the best compared isomer or geometry (same formula, charge and spin) (kcal per mole): 0.0
Largest force on an atom (eV/Å): 2.1

ORCA input file:
```
! RIJCOSX wB97M-V def2-TZVPD def2/J DEFGRID3
* xyz -2 5
Cr -0.250 -0.228 0.923
N 1.432 -0.068 -0.257
S 2.811 0.313 0.088
N 3.270 1.819 -0.479
S 3.130 3.183 0.271
N 1.832 3.552 1.062
S 0.328 3.041 0.574
N -0.235 1.724 0.774
C 0.376 3.594 -1.169
C 0.696 2.663 -2.145
C 0.774 3.063 -3.469
C 0.526 4.384 -3.818
C 0.222 5.311 -2.836
C 0.141 4.918 -1.509
C -0.656 4.306 1.354
C -1.985 3.979 1.572
C -2.810 4.882 2.217
C -2.303 6.101 2.652
C -0.963 6.409 2.451
C -0.131 5.509 1.805
C 3.432 4.353 -0.988
C 3.270 5.724 -0.694
C 3.611 6.669 -1.632
C 4.139 6.291 -2.874
C 4.335 4.934 -3.146
C 3.998 3.970 -2.222
C 4.434 3.477 1.390
C 4.226 4.187 2.584
C 5.294 4.444 3.416
C 6.581 4.027 3.077
C 6.785 3.345 1.875
C 5.733 3.082 1.028
C 3.745 0.184 1.662
C 3.347 0.920 2.765
C 4.036 0.786 3.957
C 5.135 -0.056 4.038
C 5.543 -0.766 2.925
C 4.839 -0.660 1.731
C 3.892 -0.670 -0.967
C 3.491 -1.983 -1.169
C 4.284 -2.833 -1.921
C 5.467 -2.365 -2.481
C 5.852 -1.043 -2.291
C 5.064 -0.191 -1.533
H 0.891 1.639 -1.861
H 1.026 2.336 -4.231
H 0.570 4.691 -4.856
H 0.043 6.346 -3.103
H -0.104 5.641 -0.743
H -2.327 3.004 1.241
H -3.852 4.639 2.380
H -2.952 6.809 3.154
H -0.568 7.355 2.797
H 0.920 5.717 1.664
H 2.870 6.008 0.272
H 3.467 7.720 -1.414
H 4.393 7.043 -3.609
H 4.743 4.641 -4.106
H 4.115 2.913 -2.418
H 3.215 4.462 2.852
H 5.127 4.951 4.359
H 7.410 4.210 3.748
H 7.780 3.009 1.607
H 5.877 2.554 0.094
H 2.480 1.553 2.732
H 3.677 1.324 4.824
H 5.663 -0.162 4.979
H 6.396 -1.432 2.978
H 5.142 -1.245 0.874
H 2.556 -2.311 -0.732
H 3.977 -3.861 -2.065
H 6.093 -3.028 -3.067
H 6.772 -0.673 -2.727
H 5.342 0.842 -1.377
C -4.764 -3.604 0.622
C -3.780 -3.301 1.554
C -2.895 -2.255 1.359
C -2.960 -1.462 0.199
C -3.935 -1.817 -0.757
C -4.824 -2.854 -0.544
N -2.094 -0.399 -0.058
C -2.659 0.702 -0.670
C -1.922 1.454 -1.600
C -2.414 2.628 -2.139
C -3.679 3.094 -1.797
C -4.450 2.339 -0.919
C -3.961 1.165 -0.375
H -5.464 -4.414 0.793
H -3.706 -3.890 2.462
H -2.177 -2.002 2.122
H -3.982 -1.251 -1.680
H -5.570 -3.083 -1.299
H -0.954 1.070 -1.885
H -1.803 3.190 -2.838
H -4.057 4.023 -2.207
H -5.444 2.682 -0.650
H -4.573 0.596 0.314
O 0.152 1.690 3.582
S 0.000 0.247 3.432
O 1.046 -0.305 2.479
O -1.267 -0.089 2.679
O 0.044 -0.446 4.704
S 0.687 -4.688 -0.021
C 0.256 -3.192 0.405
N -0.067 -2.111 0.700
*
```

These are the Mulliken partial charges, in e, on atoms 1 to 5: -0.58, 0.47, 1.39, 0.28, 0.44

2.
DFT (ωB97M-V/def2-TZVPD) results for a structure of composition C49H40N8O5PSSe2Sr.

M (g/mol): 1129.491
Lowest unoccupied orbital energy (eV): 2.1
HOMO level (eV): -5.42
Total energy (eV): -225282.2209
Orbital gap (eV): 7.53
Energy relative to the best compared isomer or geometry (same formula, charge and spin) (kcal per mole): 0.0
Largest force on an atom (eV/Å): 2.8

ORCA input file:
```
! RIJCOSX wB97M-V def2-TZVPD def2/J DEFGRID3
* xyz -1 1
Sr 1.062 -0.744 -0.113
N 3.836 -2.475 1.211
C 4.408 -1.340 0.771
N 5.653 -1.160 1.116
C 6.111 0.091 1.016
N 7.294 0.348 1.595
N 5.360 1.081 0.563
C 4.150 0.811 0.145
N 3.622 -0.417 0.200
C 3.357 2.019 -0.231
C 3.947 3.280 -0.305
C 3.173 4.343 -0.670
C 1.872 4.121 -0.940
C 1.311 2.870 -0.797
N 2.030 1.856 -0.381
H 4.439 -3.108 1.737
H 2.827 -2.606 1.206
H 7.855 -0.435 1.875
H 7.739 1.232 1.493
H 4.940 3.417 0.084
H 3.604 5.382 -0.733
H 1.287 4.897 -1.378
H 0.279 2.743 -1.088
O 1.847 0.397 2.540
S 1.481 -0.792 3.284
O 2.492 -1.297 4.221
N 0.978 -1.881 2.223
C 0.785 -3.230 2.503
C 0.723 -3.888 3.737
C 0.308 -5.240 3.797
C 0.059 -5.994 2.731
C 0.131 -5.431 1.459
C 0.093 -6.231 0.277
C 0.182 -5.620 -0.928
C 0.393 -4.243 -0.940
N 0.470 -3.491 0.124
C 0.424 -4.059 1.312
C 0.100 -0.388 4.247
C -1.156 -0.823 3.871
C -2.282 -0.387 4.518
C -2.142 0.573 5.525
C -0.871 1.008 5.873
C 0.264 0.490 5.276
H 0.769 -3.394 4.662
H 0.220 -5.678 4.787
H -0.254 -7.030 2.816
H -0.002 -7.295 0.384
H -0.032 -6.114 -1.860
H 0.389 -3.751 -1.898
H -1.255 -1.507 2.990
H -3.276 -0.763 4.178
H -3.010 1.033 6.001
H -0.750 1.897 6.638
H 1.192 0.881 5.676
O 0.082 -0.160 -2.330
C 0.476 -0.854 -3.527
C 1.530 -1.870 -3.118
O 1.814 -2.683 -4.020
O 1.994 -1.829 -1.967
C 1.109 0.250 -4.418
C 2.080 -0.124 -5.308
C 2.506 0.848 -6.210
C 1.983 2.137 -6.171
C 1.086 2.499 -5.152
C 0.569 1.528 -4.280
C -0.635 -1.633 -4.177
C -1.703 -2.089 -3.388
C -2.778 -2.734 -3.993
C -2.756 -3.058 -5.326
C -1.683 -2.685 -6.065
C -0.595 -1.970 -5.530
H -0.707 0.432 -2.455
H 2.471 -1.141 -5.360
H 3.260 0.695 -6.923
H 2.403 2.975 -6.725
H 0.749 3.496 -5.051
H -0.168 1.770 -3.558
H -1.738 -1.892 -2.340
H -3.696 -2.911 -3.396
H -3.602 -3.544 -5.807
H -1.644 -2.885 -7.146
H 0.225 -1.678 -6.136
Se -2.293 2.277 -2.112
P -2.628 1.634 -0.046
Se -2.032 -0.298 0.643
C -4.348 1.970 0.486
C -5.039 2.946 -0.284
C -6.388 3.301 0.082
C -6.918 2.807 1.298
C -6.077 1.968 2.047
C -4.803 1.549 1.700
C -1.977 2.911 1.076
C -1.407 2.571 2.284
C -1.323 3.537 3.253
C -1.784 4.831 3.078
C -2.233 5.179 1.830
C -2.367 4.216 0.868
H -4.570 3.247 -1.247
H -6.973 3.941 -0.572
H -7.972 2.997 1.535
H -6.498 1.698 3.015
H -4.281 0.911 2.406
H -1.025 1.541 2.503
H -0.893 3.268 4.187
H -1.767 5.551 3.898
H -2.601 6.161 1.660
H -2.862 4.436 -0.111
*
```

These are the Mulliken partial charges, in e, on atoms 1 to 5: 1.44, -0.15, -0.10, -0.78, 0.27

3.
DFT (ωB97M-V/def2-TZVPD) results for a structure of composition C49H41Br2N2O4SSb2W.

M (g/mol): 1341.112
Lowest unoccupied orbital energy (alpha / beta) (eV): -4.3 / -4.3
HOMO level (alpha / beta) (eV): -9.81 / -10.41
Total energy (eV): -228457.1102
Orbital gap (alpha / beta) (eV): 5.53 / 6.09
Largest force on an atom (eV/Å): 10.4

ORCA input file:
```
! RIJCOSX wB97M-V def2-TZVPD def2/J DEFGRID3
* xyz 1 3
W 0.286 -0.941 -0.249
Br 2.939 -4.095 -7.417
C 2.078 -3.656 -5.799
C 2.735 -2.879 -4.858
C 2.103 -2.573 -3.672
C 0.799 -3.011 -3.394
C 0.158 -3.777 -4.378
C 0.788 -4.101 -5.561
N 0.219 -2.693 -2.142
C -0.932 -3.222 -1.872
C -1.325 -3.401 -0.518
C -2.330 -4.334 -0.213
C -2.583 -4.680 1.085
C -1.777 -4.107 2.078
C -0.821 -3.196 1.727
N -0.594 -2.767 0.462
H 3.731 -2.510 -5.059
H 2.624 -1.933 -2.982
H -0.851 -4.138 -4.247
H 0.275 -4.699 -6.301
H -1.548 -3.690 -2.630
H -2.872 -4.774 -1.038
H -3.367 -5.377 1.343
H -1.906 -4.379 3.115
H -0.170 -2.775 2.480
O 0.378 1.560 -2.414
S 0.395 0.130 -2.511
O 0.349 -0.388 -3.822
O -0.765 -0.339 -1.623
O 1.530 -0.398 -1.608
Br 2.613 -3.050 -0.404
C 3.709 -1.757 0.531
C 5.053 -1.716 0.322
C 5.850 -0.956 1.198
C 5.288 -0.397 2.311
C 3.898 -0.497 2.557
C 3.343 -0.143 3.810
C 2.025 -0.405 4.038
C 1.182 -0.801 2.977
C 1.599 -1.072 1.680
C 3.042 -1.069 1.574
H 5.505 -2.287 -0.477
H 6.916 -0.891 1.027
H 5.907 0.086 3.057
H 3.984 0.271 4.578
H 1.595 -0.259 5.021
H 0.130 -0.894 3.249
C 1.475 2.483 2.001
C 0.264 2.956 2.790
C -0.666 1.853 3.196
Sb -1.570 0.237 1.393
C -3.101 -0.336 -0.224
C -3.416 0.423 -1.346
C -4.337 -0.057 -2.266
C -4.958 -1.280 -2.061
C -4.688 -2.002 -0.910
C -3.766 -1.523 0.014
C -3.368 0.515 2.600
C -3.863 1.813 2.643
C -4.975 2.115 3.412
C -5.606 1.116 4.143
C -5.119 -0.180 4.092
C -4.001 -0.482 3.324
Sb 0.861 1.654 0.113
C -0.312 3.427 -0.351
C -1.700 3.451 -0.320
C -2.389 4.596 -0.698
C -1.690 5.725 -1.094
C -0.303 5.719 -1.081
C 0.389 4.575 -0.709
C 2.729 2.227 -0.869
C 3.902 1.731 -0.306
C 5.108 1.820 -0.987
C 5.148 2.376 -2.256
C 3.991 2.905 -2.808
C 2.790 2.840 -2.118
H 2.083 1.792 2.583
H 2.101 3.333 1.729
H -0.264 3.709 2.203
H 0.626 3.450 3.703
H -1.617 2.215 3.572
H -0.214 1.155 3.895
H -2.937 1.375 -1.532
H -4.579 0.535 -3.139
H -5.665 -1.659 -2.787
H -5.202 -2.937 -0.721
H -3.607 -2.055 0.946
H -3.356 2.601 2.096
H -5.337 3.133 3.460
H -6.464 1.354 4.756
H -5.599 -0.959 4.672
H -3.620 -1.496 3.313
H -2.265 2.593 0.033
H -3.471 4.596 -0.691
H -2.227 6.615 -1.393
H 0.246 6.606 -1.369
H 1.471 4.577 -0.672
H 3.880 1.290 0.683
H 6.014 1.450 -0.524
H 6.076 2.393 -2.812
H 4.017 3.367 -3.786
H 1.898 3.250 -2.566
*
```

These are the Mulliken partial charges, in e, on atoms 1 to 5: 0.27, -0.17, 0.05, -1.21, 0.48

4.
DFT (ωB97M-V/def2-TZVPD) results for a structure of composition C49H41HfN13O5S2.

M (g/mol): 1134.577
Lowest unoccupied orbital energy (alpha / beta) (eV): -1.4 / -1.4
HOMO level (alpha / beta) (eV): -6.31 / -6.37
Total energy (eV): -104071.2658
Orbital gap (alpha / beta) (eV): 4.87 / 4.98
Energy relative to the best compared isomer or geometry (same formula, charge and spin) (kcal per mole): 40.1
Largest force on an atom (eV/Å): 3.6

ORCA input file:
```
! RIJCOSX wB97M-V def2-TZVPD def2/J DEFGRID3
* xyz 0 1
Hf 0.840 0.621 0.022
C -0.050 -5.860 -1.956
C -0.670 -5.315 -3.079
C -0.683 -3.949 -3.305
C -0.051 -3.137 -2.375
C 0.205 -1.711 -2.306
N -0.200 -0.882 -3.241
C 0.113 0.394 -3.245
C -0.208 1.252 -4.371
C -0.875 1.037 -5.567
C -0.960 2.096 -6.454
C -0.374 3.329 -6.171
C 0.295 3.549 -4.980
C 0.361 2.504 -4.072
C 0.964 2.359 -2.758
N 1.531 3.371 -2.125
C 2.201 3.207 -1.007
N 2.537 2.009 -0.436
C 3.382 2.266 0.598
N 3.973 1.393 1.381
C 3.649 0.119 1.394
N 2.785 -0.534 0.571
C 2.598 -1.780 1.088
N 1.868 -2.742 0.570
C 1.171 -2.574 -0.536
N 0.944 -1.408 -1.201
C 0.563 -3.687 -1.237
C 0.570 -5.055 -1.015
C 3.405 -1.964 2.285
C 3.565 -3.010 3.179
C 4.446 -2.824 4.233
C 5.142 -1.630 4.398
C 4.978 -0.575 3.514
C 4.109 -0.760 2.454
C 3.566 3.699 0.751
C 4.232 4.457 1.698
C 4.086 5.832 1.633
C 3.317 6.431 0.638
C 2.669 5.678 -0.328
C 2.793 4.300 -0.258
N 0.817 1.087 -2.303
H -0.041 -6.933 -1.827
H -1.129 -5.977 -3.800
H -1.147 -3.529 -4.183
H -1.306 0.073 -5.791
H -1.474 1.964 -7.395
H -0.440 4.123 -6.899
H 0.762 4.496 -4.762
H 1.060 -5.467 -0.148
H 3.018 -3.932 3.056
H 4.601 -3.621 4.945
H 5.821 -1.524 5.231
H 5.505 0.356 3.637
H 4.828 3.980 2.460
H 4.563 6.454 2.376
H 3.219 7.507 0.628
H 2.074 6.145 -1.098
O -1.121 1.207 2.115
S 0.195 1.800 2.280
O 0.400 2.468 3.525
O 0.481 2.677 1.089
O 1.172 0.677 2.027
C -2.679 5.761 -3.164
C -1.670 4.985 -2.320
C -2.101 3.550 -2.040
S -1.096 3.056 -0.547
O -1.060 1.546 -0.626
C -2.330 3.528 0.734
C -3.768 3.043 0.636
C -3.871 1.524 0.660
H -2.282 6.740 -3.424
H -3.605 5.901 -2.611
H -2.897 5.235 -4.089
H -1.539 5.501 -1.365
H -0.699 4.965 -2.816
H -1.826 2.877 -2.845
H -3.171 3.476 -1.883
H -2.288 4.615 0.751
H -1.875 3.140 1.643
H -4.271 3.444 -0.248
H -4.284 3.451 1.511
H -3.517 1.091 -0.272
H -4.900 1.211 0.827
H -3.246 1.147 1.464
C -0.253 -1.720 3.041
C -1.106 -1.569 1.844
N -0.779 -0.982 0.709
C -1.860 -1.114 -0.124
C -2.844 -1.792 0.517
N -2.363 -2.077 1.769
C -3.067 -2.777 2.813
N -2.358 -3.951 3.231
N -1.803 -4.043 4.456
N -1.170 -5.125 4.580
C -1.258 -5.833 3.415
C -0.749 -7.073 3.029
C -1.050 -7.507 1.759
C -1.831 -6.743 0.880
C -2.335 -5.510 1.231
C -2.037 -5.067 2.512
H 0.497 -0.933 3.036
H 0.255 -2.684 3.040
H -0.843 -1.633 3.950
H -1.851 -0.731 -1.128
H -3.824 -2.085 0.205
H -4.056 -3.061 2.431
H -3.180 -2.139 3.700
H -0.156 -7.655 3.716
H -0.680 -8.464 1.418
H -2.045 -7.135 -0.102
H -2.922 -4.920 0.544
*
```

These are the Mulliken partial charges, in e, on atoms 1 to 5: 1.58, -0.85, -0.91, -0.16, 0.13

Q: The highest total energy belongs to which entry?
A: C49H41HfN13O5S2

Q: Among the records above, which one has the highest M?
A: C49H41Br2N2O4SSb2W

Q: Which of these has the lowest total energy?
A: C49H41Br2N2O4SSb2W

Q: Which of these has the lowest M?
A: C49H40CrN6O4S5